# 1
The following is a quantum chemistry calculation of a molecular structure, C44H55GeN2OPdSi3 at a distorted geometry, from the Open Molecules 2025 dataset.

```
107
C44H55GeN2OPdSi3 (ωB97M-V/def2-TZVPD)
Pd -0.37 -0.37 0.06
C -4.76 -2.91 0.06
Si -3.04 -2.33 0.62
C -2.27 -3.83 1.48
C -3.39 -1.19 2.10
C -2.06 -1.56 -0.79
Si -3.12 -0.65 -2.02
C -4.39 0.55 -1.24
C -2.08 0.35 -3.23
C -4.18 -1.72 -3.17
Si -1.14 -2.88 -1.70
C -2.15 -4.43 -2.12
C -0.38 -2.43 -3.36
C 0.29 -3.49 -0.59
C 1.06 -4.60 -0.93
C 2.01 -5.09 -0.04
C 2.15 -4.45 1.18
C 1.38 -3.33 1.43
N 0.48 -2.84 0.57
H -5.32 -3.29 0.92
H -4.68 -3.71 -0.67
H -5.35 -2.11 -0.39
H -3.07 -4.32 2.03
H -1.51 -3.51 2.20
H -1.80 -4.57 0.83
H -3.67 -1.85 2.92
H -4.23 -0.51 1.95
H -2.52 -0.62 2.43
H -4.04 1.58 -1.23
H -4.72 0.27 -0.24
H -5.29 0.54 -1.87
H -1.22 0.78 -2.72
H -2.67 1.16 -3.67
H -1.71 -0.28 -4.04
H -4.94 -2.29 -2.63
H -3.58 -2.43 -3.75
H -4.69 -1.07 -3.89
H -2.93 -4.19 -2.84
H -2.64 -4.88 -1.25
H -1.51 -5.20 -2.57
H -1.15 -2.26 -4.12
H 0.22 -3.29 -3.69
H 0.28 -1.57 -3.33
H 0.91 -5.09 -1.89
H 2.61 -5.95 -0.29
H 2.85 -4.80 1.92
H 1.48 -2.79 2.36
C 3.92 -1.63 -2.36
C 4.16 -1.92 -1.02
C 3.40 -1.35 -0.01
C 2.38 -0.45 -0.32
C 2.11 -0.20 -1.67
C 2.88 -0.77 -2.67
N 1.57 0.16 0.67
C 1.89 -0.03 2.05
C 0.89 -0.43 2.94
C 1.14 -0.56 4.30
C 2.40 -0.31 4.80
C 3.41 0.08 3.93
C 3.16 0.23 2.57
H 4.51 -2.08 -3.14
H 4.94 -2.62 -0.75
H 3.61 -1.61 1.01
H 1.30 0.47 -1.94
H 2.65 -0.53 -3.70
H -0.09 -0.64 2.56
H 0.33 -0.86 4.96
H 2.60 -0.41 5.86
H 4.41 0.28 4.30
H 3.97 0.55 1.93
O -2.14 1.15 0.90
H -2.32 1.91 0.33
H -2.95 0.61 0.89
C -2.30 4.66 -2.01
C -2.28 4.62 -0.62
C -1.36 3.81 0.04
C -0.47 3.01 -0.68
C -0.49 3.08 -2.07
C -1.39 3.90 -2.73
Ge 0.94 2.04 0.31
C 2.60 2.82 -0.50
C 3.90 2.33 -0.37
C 5.00 3.03 -0.81
C 4.85 4.28 -1.40
C 3.58 4.81 -1.53
C 2.48 4.09 -1.08
C 0.87 2.72 2.15
C 1.92 3.54 2.55
C 1.91 4.16 3.79
C 0.84 3.98 4.65
C -0.22 3.17 4.26
C -0.21 2.55 3.02
H -3.01 5.29 -2.52
H -2.96 5.23 -0.05
H -1.34 3.81 1.12
H 0.24 2.53 -2.66
H -1.38 3.93 -3.81
H 4.08 1.35 0.06
H 5.99 2.60 -0.70
H 5.71 4.84 -1.75
H 3.43 5.79 -1.96
H 1.51 4.56 -1.17
H 2.77 3.69 1.89
H 2.75 4.79 4.08
H 0.83 4.47 5.62
H -1.06 3.02 4.93
H -1.04 1.92 2.74
```

HOMO (alpha / beta)   -0.258 / -0.281 hartree
E_LUMO (alpha / beta)   0.4350 / -0.2055 eV
F_max   2.0 eV Å⁻¹
Frontier orbital gap (alpha / beta)   7.47 / 7.44 eV
2S+1   2


# 2
The following is a quantum chemistry calculation of a molecular structure, C44H55GeN6O5S2Si3W at a distorted geometry, from the Open Molecules 2025 dataset.

```
117
C44H55GeN6O5S2Si3W (ωB97M-V/def2-TZVPD)
W 0.51 -0.40 -0.14
O 0.92 -4.39 0.67
C 0.92 -3.37 -0.29
N 1.62 -2.17 0.03
C 2.97 -2.22 0.25
O 3.68 -3.19 0.18
C 3.51 -0.85 0.54
C 4.79 -0.66 1.00
C 5.21 0.63 1.27
C 4.32 1.67 1.07
C 3.05 1.41 0.61
N 2.64 0.16 0.33
C -0.51 -2.98 -0.44
C -1.84 -4.80 -1.80
C -2.67 -3.94 -2.40
C -2.64 -2.48 -2.42
C -1.77 -1.57 -1.94
N -0.58 -1.80 -1.24
H 5.42 -1.53 1.13
H 6.21 0.82 1.64
H 4.60 2.70 1.28
H 2.32 2.19 0.46
H -2.02 -5.86 -1.90
H -3.50 -4.36 -2.95
H -3.48 -2.02 -2.93
H -2.01 -0.53 -2.09
N 4.10 -1.86 -4.22
C 2.90 -1.33 -3.92
C 2.61 -0.87 -2.61
N 1.43 -0.35 -2.32
C 0.54 -0.22 -3.31
C 0.82 -0.71 -4.57
N 1.98 -1.27 -4.88
H 4.79 -2.05 -3.52
H 4.23 -2.24 -5.14
H 3.35 -0.96 -1.83
H -0.40 0.25 -3.09
H 0.08 -0.64 -5.36
C 0.05 5.64 0.72
Si -0.11 3.89 1.34
C 1.31 3.67 2.53
C -1.76 3.69 2.19
Ge -0.15 2.60 -0.76
Si -2.35 3.12 -1.70
C -3.62 2.21 -0.68
C -2.41 2.48 -3.46
C -2.71 4.95 -1.66
Si 1.52 3.20 -2.48
C 3.31 3.24 -1.95
C 1.53 2.44 -4.18
C 0.88 4.95 -2.70
H -0.08 6.27 1.61
H -0.73 5.94 0.01
H 1.03 5.87 0.30
H 1.12 4.40 3.32
H 2.27 3.94 2.10
H 1.39 2.70 3.01
H -1.59 3.62 3.27
H -2.35 2.83 1.90
H -2.36 4.58 2.01
H -3.29 1.20 -0.40
H -4.53 2.09 -1.27
H -3.88 2.76 0.22
H -2.34 1.39 -3.53
H -1.64 2.92 -4.10
H -3.38 2.76 -3.89
H -3.07 5.25 -0.67
H -3.49 5.20 -2.38
H -1.84 5.57 -1.91
H 3.71 2.24 -1.77
H 3.50 3.86 -1.07
H 3.87 3.66 -2.79
H 2.25 1.62 -4.25
H 1.91 3.25 -4.82
H 0.57 2.12 -4.58
H 0.60 5.48 -1.79
H 0.03 4.97 -3.38
H 1.70 5.51 -3.17
O -5.51 0.25 5.09
C -4.26 0.19 5.61
O -4.10 0.07 6.78
C -3.10 0.25 4.65
C -1.84 0.05 5.21
C -0.70 0.04 4.42
C -0.83 0.23 3.05
S 0.68 0.22 2.11
C -2.08 0.48 2.48
C -3.21 0.49 3.28
H -5.50 0.31 4.13
H -1.78 -0.12 6.28
H 0.27 -0.14 4.86
H -2.16 0.65 1.42
H -4.16 0.70 2.82
O -0.83 0.70 -0.53
S -1.16 -2.06 0.99
C -0.94 -2.79 2.58
C -2.13 -3.03 3.26
C -2.09 -3.58 4.53
C -0.87 -3.86 5.12
C 0.32 -3.59 4.45
C 0.29 -3.06 3.17
C -0.67 -4.38 -1.01
C 0.77 -4.13 -1.66
C 1.56 -5.34 -1.96
C 1.29 -6.52 -1.30
C 0.38 -6.55 -0.26
C -0.18 -5.24 0.18
H -3.08 -2.80 2.79
H -3.01 -3.78 5.07
H -0.84 -4.28 6.12
H 1.27 -3.81 4.92
H 1.21 -2.86 2.65
H 0.70 -3.44 -2.50
H 2.29 -5.31 -2.76
H 1.80 -7.43 -1.61
H 0.12 -7.46 0.26
H -0.92 -5.34 0.97
```

HOMO (alpha / beta)   -0.431 / -0.464 hartree
E_LUMO (alpha / beta)   -7.0029 / -7.0013 eV
Net charge   +2
F_max   2.2 eV Å⁻¹
Frontier orbital gap (alpha / beta)   4.72 / 5.63 eV
2S+1   2
ΔE to the lowest compared entry with this formula, charge and spin   27.2 kJ/mol


What is the 2S+1 in the second record? 2


Which of these has the lowest F_max? C44H55GeN2OPdSi3


What is the 2S+1 in the second record? 2